The following is a DFT calculation (wB97M-V/def2-TZVPD) of C7H11N3OS in the gas phase.

Positions of all 23 atoms, in Å:
H: 3.449 -1.120 -1.353
H: -1.096 -1.647 1.289
O: 3.635 1.437 0.026
H: -2.209 -0.578 1.907
H: 4.151 -1.475 0.969
C: -0.825 1.790 0.051
C: -2.069 -1.310 0.952
H: -1.749 -1.181 -1.404
H: -3.264 1.055 -1.452
N: 3.215 -0.795 -0.493
H: -4.301 -0.358 -0.790
C: 2.915 0.566 -0.099
H: -3.529 0.894 0.463
H: -1.615 2.560 0.210
H: 5.069 -0.285 0.355
N: 0.494 -0.117 -0.312
C: -0.703 0.510 -0.288
C: -2.014 -0.361 -0.384
S: 0.842 2.401 0.217
N: 4.419 -1.155 0.088
C: -3.256 0.355 -0.545
H: -2.953 -1.976 0.707
C: 1.395 0.789 -0.113

- Multiplicity: 1
- Energy relative to the best compared isomer or geometry (same formula, charge and spin): 4.923 eV
- SMILES: CC(C)c1csc(C(=O)NN)n1
- HOMO-LUMO gap: 9.3 eV
- Total charge: 0

Atom charges from the Mulliken analysis, given in e for atoms 1 to 4: 0.271 0.396 -0.482 0.254


The following is a DFT calculation (wB97M-V/def2-TZVPD) of 8 unconnected molecules or ions with the total composition C41H68O24S.

Positions of all 134 atoms, in Å:
C: 0.526 1.426 -5.423
H: -6.471 5.681 3.703
H: 7.818 -3.755 7.048
H: 1.127 -3.943 2.264
H: -1.000 6.327 0.228
H: 3.949 -5.604 3.809
C: 2.021 1.285 -5.508
C: -5.480 -5.468 -6.555
C: -5.918 6.733 5.495
C: -1.859 -4.362 -6.044
H: -7.728 -3.418 -3.501
H: -6.643 -3.090 -5.797
H: 0.584 -6.442 1.292
C: -6.585 -4.009 -5.208
C: -0.356 -3.866 -8.054
H: -0.859 -0.804 1.082
H: 0.341 -2.387 -0.751
O: 0.512 3.791 0.620
O: 0.130 -0.526 -7.652
H: -1.335 -2.540 -0.296
H: -0.068 -4.699 -0.435
O: -4.213 7.803 1.592
C: 3.726 6.223 2.871
H: -1.046 -4.336 -5.317
H: 3.541 -1.919 -0.235
C: 5.097 -5.047 8.817
H: 1.923 4.637 4.075
C: -0.990 2.524 -4.136
O: 5.979 -0.845 -2.061
H: 2.322 -7.320 2.729
H: 4.898 -4.481 9.723
H: -8.473 -4.636 -6.144
H: 1.132 0.747 0.199
H: 4.361 -6.158 2.173
O: 4.132 0.623 -2.494
C: 3.630 -5.608 2.769
C: 4.089 -5.361 6.825
C: -0.094 2.562 -6.207
C: 3.195 1.437 -1.758
H: -0.962 -4.429 1.070
H: 1.198 -0.372 2.313
H: 1.517 -0.705 -0.686
H: -6.451 -4.602 -3.154
C: 7.352 -4.398 7.792
O: -5.230 5.677 6.201
H: -6.200 7.417 3.485
H: 5.019 -1.084 0.243
H: 3.628 -4.573 2.417
H: -6.036 -2.910 -3.442
H: 4.645 1.633 -0.219
H: -6.950 6.741 5.859
H: 2.521 2.154 -5.077
O: -1.141 -2.151 -6.766
H: -2.004 -5.384 -6.394
O: 3.864 -5.352 8.160
H: 4.283 6.772 2.114
O: -3.271 5.763 1.654
H: 0.035 0.482 -5.657
H: -0.601 -4.504 -8.898
C: 1.510 -5.866 1.363
C: 3.564 1.479 -0.290
C: -7.546 -5.048 -5.756
S: 4.552 -0.822 -1.998
C: -5.854 6.526 4.008
H: 0.429 -4.328 -7.450
H: 4.198 5.249 3.002
O: 0.125 -2.599 -8.531
H: 3.061 2.322 0.185
O: -1.237 2.906 -5.406
H: 2.340 1.152 -6.541
C: 3.202 0.144 0.358
H: 0.566 3.433 -6.252
O: 2.168 5.131 1.358
H: 3.783 6.775 3.809
H: -4.829 6.325 3.701
C: 2.287 6.052 2.465
O: -6.793 -5.629 -6.827
O: -5.317 -4.628 -5.508
C: 2.241 -6.233 2.651
H: 1.855 7.002 2.139
H: 2.142 -6.141 0.512
H: 7.647 -5.428 7.586
C: -2.602 4.949 0.675
O: -4.593 -5.989 -7.151
O: 5.317 -4.862 6.553
C: 1.386 5.389 3.492
C: -0.260 -1.653 -7.653
C: -1.756 5.582 -1.643
O: -4.766 7.540 7.318
H: 5.546 -3.221 7.761
C: -5.172 7.951 6.006
C: 1.226 -1.024 1.434
C: -0.162 -1.633 1.241
C: -6.706 -3.716 -3.736
C: 1.183 -4.370 1.257
C: -3.521 6.969 1.096
H: -7.763 -5.826 -5.020
H: -3.349 4.371 0.126
O: -4.205 5.546 8.204
C: -0.101 -4.100 0.480
H: 0.880 6.081 4.157
H: -2.719 5.430 -2.128
H: 5.602 -5.984 9.068
C: -4.687 6.187 7.327
H: 2.336 0.408 -4.941
H: -2.774 -4.051 -5.545
C: 0.990 4.481 1.465
O: 3.322 -5.755 6.009
H: 7.723 -4.112 8.777
H: -4.280 8.153 5.408
H: -0.475 -2.116 2.171
O: 0.422 4.723 2.666
C: -0.316 -2.635 0.087
H: 3.476 0.174 1.416
O: 3.785 -1.770 -2.747
H: 2.186 1.062 -1.932
H: -0.413 2.280 -7.206
H: -1.909 4.278 1.169
H: -5.781 8.848 6.077
C: -1.551 -3.466 -7.209
H: 1.632 -5.917 3.504
H: -1.206 6.337 -2.204
C: 5.852 -4.271 7.753
H: 1.964 -1.801 1.657
H: 3.236 2.422 -2.216
H: -1.201 4.645 -1.681
O: -1.673 2.807 -3.200
C: 4.067 -0.964 -0.271
C: -1.946 5.992 -0.211
H: -2.434 -3.330 -7.841
H: 2.005 -3.857 0.746
C: 1.706 -0.183 0.255
O: 0.130 1.781 -4.070
O: -2.879 7.091 -0.079

- Multiplicity: 1
- SMILES: CCCCCCCCC[C@@H]1CCOS(=O)(=O)C1.C[C@@H]1COC(=O)O1.C[C@@H]1COC(=O)O1.C[C@@H]1COC(=O)O1.C[C@@H]1COC(=O)O1.C[C@@H]1COC(=O)O1.C[C@@H]1COC(=O)O1.C[C@@H]1COC(=O)O1
- HOMO-LUMO gap: 10.7 eV
- Total charge: 0

Atom charges from the Mulliken analysis, given in e for atoms 1 to 4: 0.855 0.410 0.350 0.346


The following is a DFT calculation (wB97M-V/def2-TZVPD) of a molecular structure, C3H3DyO2.

Positions of all 9 atoms, in Å:
O: 0.853 -1.598 1.587
C: -0.200 0.533 -0.748
H: 0.131 -1.707 -1.451
O: 0.196 0.771 0.604
H: 0.480 1.034 -1.461
H: -1.251 0.822 -0.935
C: 0.507 -1.016 0.588
C: 0.005 -0.967 -0.665
Dy: -0.720 2.129 2.480

- Multiplicity: 6
- Energy relative to the best compared isomer or geometry (same formula, charge and spin): 1.061 eV
- HOMO-LUMO gap (alpha / beta): 6.7 / 6.3 eV
- Total charge: 0

Atom charges from the Mulliken analysis, given in e for atoms 1 to 4: -0.582 -0.096 0.305 -0.440


The following is a DFT calculation (wB97M-V/def2-TZVPD) of 3 unconnected molecules or ions with the total composition C23H59N4O14P4S.

Positions of all 105 atoms, in Å:
N: 6.560 -2.294 0.686
H: 3.398 -3.467 3.423
S: 9.430 2.096 -0.630
C: -2.576 0.764 -1.093
H: -7.582 2.642 -5.857
H: 6.525 -1.419 -1.418
P: 3.662 -1.528 -1.093
H: -5.804 3.252 -0.034
H: 9.591 -1.446 1.753
H: -8.164 1.177 -3.217
H: -0.752 1.873 -1.435
H: 5.196 -6.209 3.580
H: -5.703 4.460 1.266
C: -1.069 0.920 -1.005
C: 2.261 -1.383 4.887
C: 7.212 -1.523 -0.480
H: -7.041 7.214 -3.504
O: 8.599 3.047 0.292
H: -0.709 0.862 0.025
H: -6.470 6.222 -0.395
N: 1.930 -1.886 -1.518
H: -8.520 1.132 -5.735
P: -3.609 -0.285 1.142
C: -5.679 4.316 0.182
H: -8.585 8.107 -3.450
H: -4.982 -1.877 -1.849
H: 7.125 -1.142 2.466
C: -7.497 1.694 -3.916
C: 7.343 -2.210 1.997
H: 1.842 -2.450 4.559
H: -1.792 -2.185 3.500
H: -3.097 1.649 -0.714
H: 3.169 0.424 3.835
C: 3.544 -2.993 2.337
H: -3.892 -2.722 4.652
H: -6.611 -1.162 -1.986
O: -4.644 -1.599 0.701
C: -8.220 2.039 -5.202
O: -7.978 4.832 -3.877
C: 2.709 -0.626 3.504
H: 7.429 1.362 -1.970
O: -3.001 -0.408 -0.407
H: -9.044 6.240 -4.871
C: 5.337 -2.966 0.555
C: 8.243 0.797 -1.342
H: 3.842 -3.785 -0.757
H: 1.813 -2.151 1.111
H: -9.740 5.763 -3.318
C: -5.651 -1.107 -1.457
P: -7.980 3.838 -2.461
C: -8.802 5.988 -3.833
C: 3.879 -1.383 2.642
H: -0.573 0.109 -1.550
P: 4.535 -5.428 1.505
C: -3.918 -2.457 3.591
H: -9.118 2.629 -4.995
H: 6.616 0.653 0.298
O: -6.958 2.854 -3.316
C: -6.738 5.165 -0.497
H: 5.491 -6.806 -0.095
H: 4.909 -1.318 3.241
H: 1.302 -3.433 2.398
H: 8.878 0.028 -1.963
H: 1.658 -2.830 -1.167
O: -7.981 2.949 -1.193
H: 8.366 0.106 0.828
H: -2.865 0.654 -2.144
O: 5.860 -6.147 0.592
O: -2.640 -1.450 1.809
C: 8.983 -2.456 1.779
N: 4.734 -3.685 1.732
H: 1.944 -1.967 -2.575
H: -6.558 -2.066 0.226
H: -4.683 4.590 -0.184
H: 1.806 -0.445 2.783
C: 2.119 -3.208 1.558
O: -2.682 0.892 1.536
H: 4.401 0.218 -2.388
H: 7.026 -2.994 2.802
H: -4.835 -1.891 3.399
H: -3.975 -3.375 2.996
H: -7.718 5.042 -0.026
O: -6.801 4.871 -1.887
C: -5.851 -1.251 0.039
O: 4.328 -6.220 3.051
H: 2.114 -4.049 0.744
H: -6.661 1.022 -4.136
N: 4.567 -3.035 -0.762
H: 9.371 -3.030 2.750
H: 10.680 0.410 0.065
H: -5.212 -0.133 -1.695
H: 1.350 -0.816 5.362
H: 8.206 -2.059 -0.866
H: -8.107 7.078 -2.103
O: 10.035 3.026 -1.751
O: 4.273 -0.764 -2.573
H: 9.107 -3.116 0.821
O: 10.746 1.399 0.212
H: -6.272 -0.340 0.475
C: -8.088 7.163 -3.194
C: -2.697 -1.644 3.209
H: 4.044 -0.758 1.664
H: 3.160 -1.563 5.614
C: 7.564 0.047 -0.023
H: -2.690 -0.679 3.728

- Multiplicity: 1
- HOMO-LUMO gap: 6.9 eV
- Total charge: +1

Atom charges from the Mulliken analysis, given in e for atoms 1 to 4: 0.573 0.560 1.123 -0.198


The following is a DFT calculation (wB97M-V/def2-TZVPD) of 2 unconnected molecules or ions with the total composition C5H15N2OP.

Positions of all 24 atoms, in Å:
H: -2.532 2.444 1.300
H: -0.796 -2.557 -1.257
H: -2.750 -1.643 -1.586
H: 1.562 -2.484 -0.225
C: 1.501 -1.613 0.288
C: -0.992 -1.714 -0.559
H: 1.148 -1.822 1.395
C: 2.782 -0.682 0.311
H: -1.608 -0.412 -2.152
H: 3.434 -1.055 1.018
H: 0.537 -0.364 -1.315
H: 2.466 0.433 0.560
N: -1.610 2.795 1.268
H: 1.134 2.970 0.006
P: -0.799 2.040 -0.068
H: -2.570 -0.181 -0.575
C: -2.028 -0.921 -1.273
C: 0.353 -1.020 -0.457
H: -1.153 -2.082 0.499
H: -0.129 0.592 1.752
H: -1.672 3.758 1.173
N: 0.114 0.965 0.887
O: 0.295 3.214 -0.384
H: 3.312 -0.662 -0.605

- Multiplicity: 1
- Energy relative to the best compared isomer or geometry (same formula, charge and spin): 2.788 eV
- HOMO-LUMO gap (alpha / beta): 7.5 / 7.5 eV
- Total charge: 0

Atom charges from the Mulliken analysis, given in e for atoms 1 to 4: 0.224 0.280 0.427 0.440


The following is a DFT calculation (wB97M-V/def2-TZVPD) of C6H9NO in the gas phase.

Positions of all 17 atoms, in Å:
C: 0.698 -0.214 1.881
H: -1.618 -0.199 -2.210
H: -0.220 0.782 -1.932
O: -0.731 -0.290 1.762
H: -1.608 1.587 1.815
C: 1.474 -0.375 0.774
N: -0.204 -1.032 -1.206
H: 0.955 -0.079 2.937
H: 1.597 0.135 -1.249
H: -0.688 -1.684 -0.511
H: 2.569 -0.383 0.950
C: 1.224 -0.697 -0.625
C: -1.426 0.742 1.035
H: 1.921 -1.446 -0.923
C: -0.903 0.219 -1.431
C: -1.283 0.962 -0.351
H: -1.757 1.973 -0.715

- Multiplicity: 1
- Energy relative to the best compared isomer or geometry (same formula, charge and spin): 4.283 eV
- SMILES: C1=C\O/C=C\CNC/1
- HOMO-LUMO gap: 10.1 eV
- Total charge: 0

Atom charges from the Mulliken analysis, given in e for atoms 1 to 4: -0.329 0.341 0.442 -0.431


The following is a DFT calculation (wB97M-V/def2-TZVPD) of C4H9N in the gas phase.

Positions of all 14 atoms, in Å:
H: -2.663 0.872 -0.183
H: 1.058 1.969 -0.392
C: -1.946 0.096 0.107
H: 0.407 -1.881 -0.535
H: -2.310 -0.917 -0.344
H: -2.004 -0.049 1.260
C: -0.478 0.085 -0.334
H: 0.715 1.453 1.098
C: 0.409 -1.022 0.116
H: 2.273 -0.283 0.580
C: 0.669 1.026 0.102
N: 1.558 -0.135 -0.161
H: 0.252 -1.394 1.166
H: -0.565 0.063 -1.466

- Multiplicity: 1
- Energy relative to the best compared isomer or geometry (same formula, charge and spin): 1.661 eV
- SMILES: CC1CNC1
- HOMO-LUMO gap: 10.4 eV
- Total charge: 0

Atom charges from the Mulliken analysis, given in e for atoms 1 to 4: 0.338 0.227 -1.206 0.287


The following is a DFT calculation (wB97M-V/def2-TZVPD) of a molecular structure, C42H54Br6N8O16.

Positions of all 126 atoms, in Å:
N: -0.833 1.455 1.410
H: 5.706 -7.200 -0.679
O: 6.978 2.618 -2.268
O: 1.864 -5.082 -4.666
H: -3.115 3.519 -3.397
H: 1.050 0.317 0.273
O: 10.206 -2.459 0.971
O: -11.325 5.268 0.465
C: -5.543 -2.128 -4.872
C: -8.026 4.917 2.092
H: 3.302 -3.838 -2.933
H: 9.977 -2.587 0.048
C: -3.264 4.862 -4.953
H: -6.284 2.307 1.426
C: 3.075 5.699 5.338
H: 4.909 3.765 -2.051
H: -0.083 1.051 1.951
C: 8.964 -3.081 2.979
C: -4.675 -4.349 -4.894
H: -7.415 -3.297 0.230
H: -4.302 -1.450 1.592
O: 5.389 -2.478 3.764
C: -8.464 3.015 0.625
C: 9.024 -2.458 1.712
Br: -0.641 -1.161 6.815
C: -3.634 -3.936 -4.169
H: -8.394 2.086 0.079
H: 2.459 0.898 -5.726
H: -11.759 4.869 -0.292
H: -7.374 5.470 2.751
N: -1.267 -4.209 2.009
Br: -0.558 7.555 -0.164
H: -4.700 3.859 -4.182
O: -4.022 5.502 -5.645
H: 8.127 -1.097 0.383
H: -4.355 -1.778 -0.100
N: -3.694 3.924 -4.119
C: 3.935 3.217 6.447
C: -4.525 -1.610 -4.086
H: -6.991 -1.431 -5.954
N: -2.009 4.970 -4.933
C: -7.663 3.636 1.525
H: 3.595 1.431 4.966
C: 3.932 4.427 7.211
O: -6.221 -2.442 2.276
H: -6.622 -3.680 -5.645
H: 4.618 -0.155 -5.090
C: 7.736 -3.059 3.730
C: 4.771 2.914 -2.703
H: 4.221 4.555 8.244
H: 4.320 2.280 6.823
C: -0.166 -3.808 1.431
C: 3.576 1.536 -4.198
O: 2.370 1.111 -4.794
C: 4.667 0.675 -4.400
H: 9.772 -3.601 3.473
Br: 1.775 -2.120 8.703
C: -10.132 4.810 0.883
C: -9.710 3.604 0.289
H: 6.761 0.474 -3.841
C: 3.538 -4.880 -3.086
O: -1.601 1.861 -0.594
C: -0.131 -2.457 8.227
C: 8.001 -1.666 1.292
O: 3.217 2.135 4.434
H: -1.619 -5.090 1.664
N: -6.666 -2.623 0.154
H: -3.036 -5.859 -3.890
O: -6.401 3.189 1.786
H: 0.969 -5.339 -4.434
O: -2.765 -4.941 -3.815
C: 3.610 5.654 6.586
C: 3.311 3.290 5.185
Br: -0.366 -4.393 7.638
H: 5.168 -4.803 -1.689
H: -1.620 -3.816 2.870
H: -4.861 -5.372 -5.184
H: 2.755 3.243 -3.218
O: 4.020 6.760 7.237
Br: -1.937 7.559 2.872
C: 3.617 2.620 -3.403
H: -6.252 -2.334 -0.721
H: 7.657 -3.385 4.756
C: -0.703 1.398 0.091
C: 3.123 -7.081 -4.004
H: 0.442 0.654 -1.276
O: 5.830 -7.344 -1.620
N: 0.378 0.827 -0.283
H: -0.738 -2.328 9.123
C: 6.572 -2.390 3.170
H: 6.764 3.475 -1.891
H: -4.369 -0.627 -3.667
C: 5.841 1.030 -3.728
H: -1.635 1.966 1.751
C: -3.528 -2.536 -3.843
C: -9.299 5.409 1.833
O: -6.539 -1.294 -5.118
H: -1.733 5.672 1.012
H: 4.720 -2.617 3.089
C: 6.750 -1.800 1.934
C: 4.062 -7.582 -3.191
H: -0.993 -4.601 -0.194
C: 4.585 -5.389 -2.384
Br: -3.594 7.038 0.193
H: -9.601 6.360 2.246
H: 4.204 -8.651 -3.131
H: 5.845 -1.411 1.491
C: 2.896 -5.680 -4.009
C: -5.666 -3.487 -5.181
C: 5.924 2.125 -2.963
H: 2.761 -7.740 -4.779
C: 4.809 -6.785 -2.345
H: -1.538 4.311 -4.330
H: 2.795 4.551 3.534
H: 4.235 7.382 6.539
H: -1.673 5.767 -5.455
H: -10.319 2.941 -0.309
O: 0.770 -3.183 1.878
C: -5.937 -2.275 1.161
N: -4.850 -1.679 0.775
H: 0.446 -3.559 -0.367
C: 2.967 4.495 4.598
N: -0.231 -4.061 0.190
H: 2.865 6.644 4.858
C: -1.874 6.751 1.061
H: -2.687 -2.151 -3.285

- Multiplicity: 1
- HOMO-LUMO gap: 7.2 eV
- Total charge: 0

Atom charges from the Mulliken analysis, given in e for atoms 1 to 4: -0.413 0.341 -0.533 -0.556